# 1
This record from the Open Molecules 2025 dataset describes a structure of composition C22H19AsF6N9SZn. The level of theory is ωB97M-V with the def2-TZVPD basis set.

```
! wB97M-V def2-TZVPD RIJCOSX def2/J DEFGRID3
* xyz 2 2
As 1.69 -0.40 3.43
Zn -0.40 -0.46 1.05
S -4.65 -2.15 1.10
F 3.24 0.22 3.73
F 1.71 0.22 1.75
F 0.01 -1.00 2.93
F 2.28 -1.88 2.80
F 0.91 1.07 3.87
F 1.44 -1.08 4.96
N -0.98 1.64 1.37
N 0.72 -1.97 0.03
N -2.17 -2.58 1.41
N -1.28 4.37 1.68
N -3.89 0.31 0.31
N -2.28 -1.28 0.95
N 3.49 3.90 -5.68
N 2.38 -3.67 -1.37
N 0.35 0.55 -0.63
C -3.51 -4.52 3.64
C 2.15 -2.43 -1.79
C 1.59 3.59 -4.48
C 2.24 4.26 -5.51
C 1.33 -1.57 -1.09
C 4.25 3.02 -5.08
C 0.21 1.87 -0.70
C 3.61 2.33 -4.05
C 0.95 -3.20 0.47
C -3.48 -4.54 2.11
C 1.13 -0.13 -1.45
C -1.54 2.14 2.46
C 1.77 0.51 -2.51
C -1.67 3.52 2.62
C 2.28 2.61 -3.75
C -3.52 -0.91 0.74
C -3.30 -3.16 1.55
C 0.80 2.58 -1.74
C 1.59 1.88 -2.65
C 1.79 -4.05 -0.24
C -0.54 2.49 0.43
C -0.71 3.85 0.59
H -2.10 3.94 3.52
H 1.80 5.02 -6.14
H -3.18 0.98 0.05
H -2.57 -4.14 4.04
H -0.39 4.56 -0.16
H 4.19 1.61 -3.49
H 0.45 -3.49 1.38
H -4.41 -4.96 1.71
H -2.66 -5.15 1.75
H -4.84 0.52 0.08
H 0.72 3.66 -1.79
H 2.39 -0.04 -3.19
H 2.00 -5.05 0.12
H -4.33 -3.89 4.01
H 2.64 -2.14 -2.71
H 5.28 2.89 -5.37
H -1.87 1.45 3.22
H -3.67 -5.53 4.02
H 0.55 3.82 -4.30
*
```

Calculated values
- <S²> = 0.758
- energy above the lowest of the compared OMol25 structures with the same formula, charge and spin (kJ/mol) = 5.1
- HOMO level (spin up / spin down) (eV) = -14.3 / -14.3
- E_LUMO (spin up / spin down) (eV) = -7.3558 / -10.2088

***

# 2
This record from the Open Molecules 2025 dataset describes a structure of composition C22H19CaCl2N2O7S4 at a distorted geometry. The level of theory is ωB97M-V with the def2-TZVPD basis set.

```
! wB97M-V def2-TZVPD RIJCOSX def2/J DEFGRID3
* xyz -1 1
Ca -1.53 0.55 -0.26
Cl -6.03 -2.53 -5.34
Cl -5.17 2.34 -3.15
S -2.65 2.22 2.01
S -0.78 1.44 4.21
S 1.44 -0.38 0.54
S -0.43 3.91 2.46
O -1.40 -1.48 -1.17
O 0.34 0.62 0.91
O 0.44 0.80 -2.05
O 2.09 2.24 -2.59
O -3.23 0.69 2.26
O -2.87 1.02 -1.89
O -2.91 -0.21 1.14
N -0.81 2.93 -0.73
N 0.33 3.05 -1.53
C -4.03 -2.01 -3.57
C -5.44 -0.16 -4.11
C 0.63 -3.93 3.21
C 4.10 -0.29 1.26
C 1.09 -1.80 1.55
C -3.27 -1.19 -2.71
C 5.16 0.22 2.00
C -1.17 2.44 2.94
C 0.91 1.92 -2.05
C -5.09 -1.51 -4.26
C 2.83 0.25 1.45
C 0.20 -1.64 2.60
C -3.56 0.22 -2.57
C -2.23 -1.91 -1.98
C 1.50 -4.08 2.14
C 2.85 1.13 -3.10
C 4.93 1.26 2.91
C 3.66 1.79 3.07
C -4.71 0.66 -3.30
C 2.59 1.29 2.33
C -0.03 -2.73 3.43
C 1.73 -3.01 1.28
H 6.15 -0.18 1.87
H -1.60 3.39 -1.18
H -0.64 3.35 0.19
H -0.72 -2.62 4.25
H 5.76 1.65 3.49
H 1.99 -5.03 1.96
H 3.48 2.59 3.77
H -3.77 -3.06 -3.67
H -2.20 -2.99 -2.19
H 2.39 -3.11 0.43
H 0.45 -4.77 3.88
H 4.26 -1.10 0.56
H -0.31 -0.70 2.75
H 3.45 1.52 -3.92
H 3.50 0.75 -2.32
H 1.59 1.70 2.45
H 0.86 3.90 -1.55
H 2.19 0.34 -3.45
H -6.30 0.23 -4.64
*
```

Calculated values
- energy above the lowest of the compared OMol25 structures with the same formula, charge and spin (kJ/mol) = 86.7
- HOMO level (eV) = -4.5
- E_LUMO (eV) = 2.0966

***

# 3
This record from the Open Molecules 2025 dataset describes a structure of composition C22H19Cl2FeN5O3S. The level of theory is ωB97M-V with the def2-TZVPD basis set.

```
! wB97M-V def2-TZVPD RIJCOSX def2/J DEFGRID3
* xyz -1 2
Fe 0.01 -0.05 -0.33
Cl 4.39 2.21 -0.93
Cl 2.30 4.26 -1.02
S -1.68 1.38 -1.22
O 1.06 0.96 -1.73
O 1.57 1.49 0.33
O -0.61 -1.38 0.94
N -1.13 2.56 1.14
N -0.65 -1.44 -1.64
N -2.01 3.92 -0.48
N -0.79 1.25 1.42
N 1.61 -1.20 -0.33
C 2.82 -1.27 0.23
C -3.55 -4.16 -0.01
C 1.46 -2.30 -1.13
C -1.56 2.68 -0.07
C -3.48 -3.55 -2.71
C -2.77 -3.10 -0.46
C -0.48 -1.49 2.23
C 0.23 -2.37 -1.82
C -4.26 -4.61 -2.26
C -0.23 -2.97 4.14
C -1.93 -1.61 -2.33
C -0.24 -1.89 5.03
C 3.49 -2.42 -0.21
C 1.73 1.61 -0.89
C -0.35 -2.78 2.78
C 2.62 -3.08 -1.09
C 2.75 2.60 -1.47
C -0.74 0.96 2.66
C -0.49 -0.39 3.13
C -2.74 -2.78 -1.82
C -4.29 -4.91 -0.91
C -0.38 -0.62 4.51
H -2.17 -2.52 0.23
H -0.15 -2.05 6.09
H 0.00 -3.22 -2.47
H -0.41 0.24 5.17
H -3.44 -3.32 -3.77
H -0.92 1.75 3.39
H -4.89 -5.74 -0.55
H -1.68 4.68 0.11
H -0.13 -3.98 4.53
H -1.75 -1.74 -3.40
H 2.79 -4.00 -1.63
H -4.83 -5.20 -2.97
H 3.16 -0.51 0.92
H -3.56 -4.39 1.04
H -2.51 -0.70 -2.21
H -0.33 -3.61 2.09
H 2.74 2.54 -2.56
H 4.48 -2.73 0.08
H -1.94 4.08 -1.47
*
```

Calculated values
- <S²> = 0.850
- energy above the lowest of the compared OMol25 structures with the same formula, charge and spin (kJ/mol) = 68.1
- HOMO level (spin up / spin down) (eV) = -4.4 / -4.4
- E_LUMO (spin up / spin down) (eV) = 2.7193 / 2.7295

***

# 4
This record from the Open Molecules 2025 dataset describes an isolated molecule of C22H19ClN4O4S at a distorted geometry. The level of theory is ωB97M-V with the def2-TZVPD basis set.

```
! wB97M-V def2-TZVPD RIJCOSX def2/J DEFGRID3
* xyz 0 1
Cl 1.43 -0.89 4.30
S -2.52 -0.85 -2.40
O 0.01 3.20 4.07
O 0.08 0.50 -2.87
O -0.53 2.39 -1.81
O 1.99 4.23 -0.20
N 0.40 2.84 0.66
N -1.23 -2.43 -0.62
N -0.28 2.63 2.88
N -1.20 -0.24 -0.12
C 0.70 -2.77 2.52
C -1.59 -1.16 -0.96
C 1.72 -3.32 -3.53
C 1.14 3.39 -0.34
C -0.53 -2.31 0.56
C -0.15 -3.54 -5.01
C -2.25 0.94 -2.43
C 1.44 4.87 5.10
C 0.06 -0.47 2.03
C 0.09 -3.24 1.38
C 0.96 4.13 3.91
C 0.82 2.81 -1.72
C 0.48 3.22 1.98
C 0.87 -3.41 -2.44
C -1.01 -3.62 -3.92
C -0.53 -0.93 0.87
C -1.42 -3.60 -1.44
C -0.77 1.21 -2.41
C 1.21 -3.39 -4.82
C -0.50 -3.56 -2.63
C 0.67 -1.41 2.84
C 1.31 4.19 2.59
H -2.47 -3.63 -1.76
H 1.87 -3.33 -5.66
H 2.03 4.82 2.11
H 0.61 5.37 5.59
H -0.56 -3.59 -6.01
H 1.27 -3.34 -1.44
H 1.01 3.59 -2.47
H -0.27 2.11 0.44
H -2.68 1.30 -3.37
H 0.01 0.57 2.32
H -2.07 -3.72 -4.07
H 1.20 -3.45 3.19
H -2.75 1.41 -1.58
H -1.22 -4.48 -0.82
H 0.10 -4.29 1.14
H 1.88 4.17 5.82
H 1.49 1.97 -1.93
H 2.19 5.60 4.81
H 2.78 -3.20 -3.37
*
```

Calculated values
- structure (SMILES) = Cc1cc(NC(=O)COC(=O)CSc2nc3cc(Cl)ccc3n2Cc2ccccc2)no1
- HOMO level (eV) = -8.2
- E_LUMO (eV) = 0.4672

***

# 5
This record from the Open Molecules 2025 dataset describes an isolated molecule of C22H19ClN6O2 at a distorted geometry. The level of theory is ωB97M-V with the def2-TZVPD basis set.

```
! wB97M-V def2-TZVPD RIJCOSX def2/J DEFGRID3
* xyz 0 1
Cl -0.15 -8.44 1.33
O -2.52 -1.59 3.79
O 1.31 -3.91 5.31
N -0.93 -2.63 2.65
N 1.17 2.41 -2.95
N -2.69 0.52 1.67
N -0.68 3.99 -3.17
N -0.90 2.38 -1.79
N 0.78 0.83 -1.25
C 2.25 -5.09 1.39
C -0.14 5.01 -3.80
C -0.91 6.18 -4.01
C -0.47 7.30 -4.68
C -0.09 2.79 -2.76
C 1.63 6.21 -5.05
C -0.29 -5.98 2.27
C -0.60 -3.71 3.59
C 1.85 -6.46 1.15
C -1.86 -0.59 1.81
C 1.19 5.09 -4.37
C 0.44 -3.07 4.57
C -0.93 -0.31 0.80
C 0.84 7.33 -5.23
C -1.20 0.90 0.05
C 1.50 1.45 -2.12
C -1.85 -1.67 2.79
C 1.39 -4.24 2.03
C 0.49 -6.86 1.72
C 0.14 -4.65 2.52
C -0.40 1.43 -1.05
C -2.30 1.39 0.63
H 1.65 -3.21 2.12
H -3.49 0.68 2.24
H -0.05 -0.83 0.53
H -0.18 -2.30 2.01
H -1.25 -6.19 2.60
H -0.96 8.24 -4.73
H -2.89 2.29 0.42
H -1.43 -4.18 4.03
H 1.52 -3.70 6.22
H 3.21 -4.73 1.05
H 2.62 6.30 -5.50
H 1.18 -2.32 4.04
H -1.65 4.01 -3.12
H -2.01 6.12 -3.61
H 2.50 -7.17 0.63
H -0.19 -2.51 5.24
H 2.41 0.85 -2.23
H 1.90 4.31 -4.10
H 1.07 8.35 -5.67
*
```

Calculated values
- energy above the lowest of the compared OMol25 structures with the same formula, charge and spin (kJ/mol) = 311.9
- structure (SMILES) = O=C(N[C@H](CO)c1cccc(Cl)c1)c1cc(-c2ncnc(Nc3ccccc3)n2)c[nH]1
- HOMO level (eV) = -8.1
- E_LUMO (eV) = 0.1987

***

no.,E (a.u.)
1,-6354.6662
2,-4676.7905
3,-3931.6460
4,-2228.1481
5,-1788.8828